Entry from OMol25: one molecule with the formula C20H24N4O3S at a distorted geometry (ωB97M-V with the def2-TZVPD basis set).

Positions of all 52 atoms, in Å:
C 1.099 0.324 -2.459
O 1.695 -0.873 -2.030
C 3.086 -0.906 -2.293
C 3.700 -2.172 -1.701
C 3.851 -2.103 -0.177
N 2.581 -1.984 0.504
C 2.036 -0.748 0.703
N 2.797 0.312 0.661
C 2.214 1.530 0.808
C 2.999 2.692 0.767
C 2.398 3.924 0.828
C 1.006 4.036 0.928
C 0.217 2.915 0.982
C 0.809 1.646 0.937
N 0.035 0.532 1.038
C 0.619 -0.626 0.981
N -0.180 -1.734 1.097
S -1.824 -1.536 1.504
O -1.951 -0.912 2.784
O -2.350 -2.866 1.371
C -2.408 -0.462 0.212
C -2.965 0.741 0.603
C -3.414 1.631 -0.351
C -3.304 1.319 -1.704
C -3.766 2.295 -2.742
C -2.748 0.101 -2.068
C -2.291 -0.815 -1.124
C -1.682 -2.113 -1.547
H 0.056 0.298 -2.148
H 1.158 0.422 -3.551
H 1.586 1.193 -2.002
H 3.247 -0.884 -3.383
H 3.565 -0.018 -1.855
H 4.685 -2.320 -2.145
H 3.068 -3.021 -1.972
H 4.445 -1.233 0.105
H 4.345 -3.012 0.181
H 1.913 -2.694 0.235
H 4.070 2.588 0.682
H 3.000 4.820 0.795
H 0.556 5.017 0.969
H -0.857 2.973 1.070
H 0.227 -2.606 1.390
H -3.018 0.954 1.658
H -3.849 2.573 -0.054
H -4.740 2.702 -2.478
H -3.833 1.826 -3.720
H -3.064 3.126 -2.807
H -2.665 -0.150 -3.117
H -2.049 -2.402 -2.530
H -1.919 -2.890 -0.826
H -0.598 -2.013 -1.604

Properties
Orbital gap   8.5 eV
Energy relative to the best compared isomer or geometry (same formula, charge and spin)   48.7 kcal/mol
SMILES   COCCCNc1nc2ccccc2nc1NS(=O)(=O)c1ccc(C)cc1C
LUMO level   0.4 eV



Entry from OMol25: C15H14IrN3O3 as an isolated structure at a distorted geometry (ωB97M-V with the def2-TZVPD basis set).

Positions of all 36 atoms, in Å:
Ir 0.741 -0.425 0.377
N -0.826 -2.283 0.714
C -1.116 -2.239 2.147
C 0.108 -1.781 2.964
O 0.372 -2.255 4.041
N 0.806 -0.766 2.359
C 2.017 -0.385 2.941
C 3.229 -0.924 1.906
O 4.261 -1.180 2.434
O 2.809 -0.953 0.737
H -1.674 -2.227 0.154
H -0.345 -3.147 0.470
H -1.424 -3.208 2.547
H -1.904 -1.504 2.333
H 2.188 -0.805 3.936
H 2.172 0.697 2.909
C 1.104 -0.942 -3.871
C 0.280 0.094 -4.392
C -0.355 0.930 -3.528
C -0.228 0.743 -2.123
N 0.591 -0.306 -1.628
C 1.220 -1.086 -2.503
C -0.856 1.495 -1.133
C -1.774 2.571 -1.357
C -2.277 3.288 -0.309
C -1.954 2.958 1.019
C -1.086 1.881 1.278
C -0.541 1.157 0.251
H 1.631 -1.607 -4.535
H 0.165 0.207 -5.456
H -0.978 1.738 -3.876
H 1.850 -1.866 -2.092
H -2.065 2.813 -2.365
H -2.934 4.124 -0.494
H -2.353 3.535 1.835
H -0.855 1.658 2.310

Properties
Charge   +1
Orbital gap (alpha / beta)   6.3 / 6.1 eV
Multiplicity   6
Energy relative to the best compared isomer or geometry (same formula, charge and spin)   2.3 kcal/mol
⟨S²⟩   8.792
LUMO level (alpha / beta)   -3.0 / -6.8 eV



Entry from OMol25: C36H35NPPdTe as an isolated structure at a distorted geometry (ωB97M-V with the def2-TZVPD basis set).

Positions of all 75 atoms, in Å:
Pd 0.192 0.383 0.305
C -0.035 -0.987 -2.945
C 0.553 -1.531 -1.658
C 1.895 -1.935 -1.709
C 2.510 -2.581 -0.659
C 1.787 -2.851 0.497
C 0.467 -2.455 0.581
C -0.185 -1.799 -0.481
P -1.959 -1.481 -0.103
C -2.770 -3.062 -0.542
C -2.109 -4.038 -1.285
C -2.734 -5.232 -1.619
C -4.038 -5.453 -1.207
C -4.703 -4.485 -0.467
C -4.091 -3.282 -0.120
C -4.882 -2.258 0.659
C -2.548 -0.327 -1.375
C -3.367 -0.683 -2.441
C -3.675 0.237 -3.433
C -3.158 1.534 -3.391
C -2.383 1.914 -2.318
C -2.125 1.015 -1.269
C -1.479 1.546 -0.087
H 0.656 -1.187 -3.764
H -0.217 0.087 -2.923
H -0.980 -1.466 -3.192
H 2.453 -1.744 -2.618
H 3.547 -2.881 -0.745
H 2.249 -3.366 1.330
H -0.090 -2.654 1.490
H -1.086 -3.874 -1.606
H -2.203 -5.980 -2.194
H -4.539 -6.380 -1.456
H -5.723 -4.664 -0.144
H -5.776 -2.711 1.084
H -5.207 -1.431 0.022
H -4.301 -1.823 1.474
H -3.720 -1.703 -2.527
H -4.294 -0.066 -4.268
H -3.377 2.240 -4.182
H -2.010 2.929 -2.245
H -1.887 1.284 0.886
H -1.141 2.574 -0.169
C -1.871 1.258 5.922
C -0.468 1.022 5.361
C -0.477 0.626 3.928
N -0.497 0.316 2.823
H -1.797 1.519 6.977
H -2.485 0.364 5.831
H -2.368 2.074 5.400
H 0.052 0.237 5.909
H 0.145 1.920 5.438
Te 2.637 0.914 1.281
C 4.035 0.891 -0.268
C 3.672 1.287 -1.551
C 4.619 1.282 -2.566
C 5.919 0.865 -2.300
C 6.275 0.462 -1.021
C 5.333 0.479 0.005
C 2.510 3.003 1.470
C 1.804 3.777 0.552
C 1.775 5.160 0.686
C 2.442 5.773 1.741
C 3.144 5.001 2.656
C 3.183 3.617 2.521
H 2.656 1.594 -1.762
H 4.338 1.600 -3.562
H 6.654 0.858 -3.095
H 7.288 0.140 -0.813
H 5.621 0.175 1.003
H 1.283 3.307 -0.272
H 1.231 5.758 -0.034
H 2.417 6.850 1.844
H 3.671 5.473 3.476
H 3.745 3.025 3.232

Properties
Charge   +1
Orbital gap   5.9 eV
Energy relative to the best compared isomer or geometry (same formula, charge and spin)   63.0 kcal/mol
LUMO level   -4.3 eV



> Look up the energy relative to the best compared isomer or geometry (same formula, charge and spin) of the second one.

2.3 kcal/mol



> The highest energy relative to the best compared isomer or geometry (same formula, charge and spin) belongs to which entry?

C36H35NPPdTe